Entry 1:
Entry from OMol25: one molecule with the formula C16H23N3O3S2 (ωB97M-V/def2-TZVPD).

Geometry as XYZ:
```
47
Properties=species:S:1:pos:R:3:forces:R:3:nbo_charge:R:1
C 2.48243 2.42986 -0.13673 0.06 0.03 -0.11 -0.248
O 1.10964 2.33998 0.15421 -0.17 0.06 0.08 -0.564
C 0.32406 3.17057 -0.67575 -0.18 0.08 -0.11 -0.071
C -1.11384 3.19965 -0.16026 0.52 0.29 -0.17 -0.242
N -1.68907 1.87066 -0.15115 -0.07 -0.20 -0.02 -0.423
C -1.67387 1.09392 0.95698 -0.24 -0.49 0.24 0.337
S -0.94178 1.70343 2.42909 0.18 0.29 0.47 0.265
C -0.78949 0.12844 3.31332 -0.39 0.09 -0.18 -0.607
C -0.19274 -0.99694 2.46697 0.09 0.31 0.36 0.702
O -0.52965 -2.14546 2.65307 -0.12 -0.41 0.13 -0.634
N 0.76099 -0.61840 1.59665 0.29 0.09 -0.12 -0.637
C 1.32265 -1.53261 0.63055 -0.03 -0.11 0.01 -0.068
C 2.86665 -1.57038 0.67457 0.06 -0.02 -0.05 -0.404
C 3.34505 -1.35018 -0.76670 0.06 -0.17 -0.03 -0.405
C 2.13103 -1.68695 -1.63125 -0.03 0.17 -0.03 -0.402
C 0.96379 -1.14970 -0.81286 0.05 -0.24 0.00 -0.406
N -2.13869 -0.11408 1.00907 -0.08 0.21 0.44 -0.533
C -2.61247 -0.65143 -0.12395 0.02 0.52 -0.84 0.253
C -2.63431 0.03270 -1.30711 -0.03 -0.44 0.28 -0.343
C -2.16757 1.38706 -1.39425 -0.10 -0.35 0.34 0.626
O -2.13935 2.10475 -2.37223 -0.01 0.15 -0.35 -0.618
S -3.23234 -0.89513 -2.65915 -0.18 -0.11 -0.17 0.269
C -3.23242 -2.43957 -1.64320 0.10 0.19 -0.39 -0.499
C -3.15391 -2.04444 -0.17059 -0.03 0.01 0.05 -0.461
H 2.99607 1.76390 0.55375 0.10 -0.01 -0.03 0.193
H 2.84849 3.45307 0.00608 0.02 -0.03 0.01 0.174
H 2.68996 2.12442 -1.16940 0.04 -0.02 0.02 0.172
H 0.72138 4.19521 -0.67195 -0.03 -0.05 -0.01 0.178
H 0.33686 2.79529 -1.70934 -0.01 0.08 0.10 0.194
H -1.14717 3.60575 0.85161 -0.05 0.06 -0.14 0.220
H -1.71178 3.81310 -0.83897 0.08 -0.04 0.18 0.252
H -1.77082 -0.18663 3.66474 0.18 -0.11 -0.04 0.258
H -0.14395 0.33495 4.16833 0.00 0.05 -0.01 0.249
H 0.93467 0.36700 1.44208 -0.16 -0.03 0.06 0.414
H 0.91001 -2.51416 0.87942 0.08 0.14 -0.07 0.235
H 3.24601 -0.80058 1.34645 0.02 -0.04 0.08 0.206
H 3.20588 -2.53315 1.05345 0.04 -0.01 0.07 0.213
H 4.20793 -1.96794 -1.01023 0.09 0.07 -0.03 0.212
H 3.62457 -0.30714 -0.91909 0.04 0.05 -0.03 0.192
H 2.18688 -1.24243 -2.62373 -0.01 -0.07 -0.08 0.213
H 2.03833 -2.76831 -1.74147 0.00 -0.08 -0.06 0.197
H 0.00318 -1.55830 -1.12134 -0.11 0.06 -0.01 0.214
H 0.91554 -0.06209 -0.89473 -0.03 0.12 -0.02 0.200
H -2.36319 -3.01887 -1.95536 -0.05 -0.04 0.09 0.214
H -4.13459 -2.99363 -1.88854 0.04 -0.05 0.03 0.229
H -4.14339 -2.04854 0.29500 0.01 0.00 0.03 0.230
H -2.51564 -2.71668 0.40391 -0.03 0.00 0.04 0.251
```
Forces are in eV/Å.

Properties
Structure (SMILES): COCCn1c(SCC(=O)NC2CCCC2)nc2c(c1=O)SCC2
Frontier orbital gap in eV: 8.175
LUMO level in eV: 0.50
Energy above the lowest of the compared OMol25 structures with the same formula, charge and spin in kcal/mol: 0.0
Net charge: 0
E in eV: -49249.667

Entry 2:
Entry from OMol25: one molecule with the formula C16H18ClF3N4OS in a non-equilibrium geometry (ωB97M-V/def2-TZVPD).

Geometry as XYZ:
```
44
Properties=species:S:1:pos:R:3:forces:R:3:nbo_charge:R:1
C -3.51448 5.33564 -1.16926 -3.12 0.49 -1.25 -0.641
C -3.05616 4.46009 -0.14311 0.18 -0.22 0.92 0.254
C -3.07252 4.82313 1.17741 0.57 0.33 1.03 -0.304
C -2.37688 3.93666 1.99979 -1.60 1.23 -0.30 0.268
C -2.28787 4.15319 3.44071 -2.02 -0.47 1.10 -0.656
N -1.82688 2.85002 1.54604 1.48 -2.49 1.62 -0.495
C -1.96726 2.50928 0.31152 -1.99 2.59 -1.22 0.571
N -1.55196 1.28725 -0.20054 0.33 -1.24 2.19 -0.618
C -0.27318 1.30393 -0.60672 0.88 -1.90 -2.10 0.256
S 0.32750 2.38278 -1.63853 1.10 1.49 -0.50 -0.120
N 0.48024 0.12732 -0.42782 -0.79 -1.43 1.41 -0.660
C 0.15704 -0.88098 0.52784 0.65 -0.23 1.63 0.706
O -0.91412 -0.92980 1.14751 1.21 0.19 -1.33 -0.604
C 1.27311 -1.87351 1.01551 1.24 3.39 -3.31 -0.297
C 2.56669 -1.83519 0.11596 0.53 -1.36 1.56 -0.263
C 3.34710 -3.04806 -0.22983 -0.36 -0.05 -2.10 -0.153
C 4.08799 -3.15186 -1.35732 -0.56 0.82 1.86 -0.123
Cl 4.46358 -1.76464 -2.34291 -0.05 -0.31 0.14 0.022
C 4.63018 -4.43922 -1.90519 -0.04 1.69 0.38 0.945
F 5.97878 -4.35485 -2.03769 -0.53 -0.93 0.52 -0.317
F 4.18673 -5.48394 -1.22472 0.96 -0.62 0.95 -0.307
F 4.12657 -4.58339 -3.09475 -0.34 -0.41 -2.40 -0.306
C 2.65386 -1.30215 1.51322 -2.02 0.25 0.21 0.009
C 3.18007 -2.23795 2.60981 2.22 0.16 -0.05 -0.618
C 2.62414 0.25317 1.71058 -1.18 -0.56 -0.35 -0.623
N -2.55357 3.32306 -0.53222 0.02 -1.52 -2.00 -0.453
H -3.79955 4.82207 -2.09246 0.28 0.10 0.21 0.240
H -2.79005 6.04541 -1.33374 2.02 1.58 -0.87 0.233
H -4.35692 5.95481 -0.83956 -0.15 -0.27 0.04 0.213
H -3.48798 5.78943 1.53876 0.25 -1.00 -0.26 0.224
H -2.36584 3.16474 3.94263 1.34 0.67 -0.10 0.242
H -3.25049 4.57594 3.80761 0.80 0.56 -0.34 0.218
H -1.45596 4.82977 3.55379 0.39 -0.14 1.14 0.239
H -1.69482 0.51767 0.47312 -0.15 0.16 -0.16 0.437
H 1.36814 0.09777 -0.94788 -1.02 0.18 0.56 0.437
H 0.89305 -2.76871 1.38602 -0.45 -1.30 0.61 0.240
H 2.59108 -1.14155 -0.68495 -0.03 0.62 -0.34 0.220
H 3.10385 -3.96171 0.27267 0.20 -0.39 0.36 0.232
H 2.80524 -3.29022 2.58439 0.20 0.93 -0.35 0.219
H 2.94231 -1.85856 3.61508 0.05 0.06 -0.39 0.231
H 4.33815 -2.27949 2.51619 -1.81 -0.04 0.34 0.220
H 2.69217 0.84114 0.74470 -0.53 -0.90 1.02 0.227
H 1.63974 0.40329 2.26074 1.31 0.57 -0.74 0.226
H 3.42296 0.68201 2.28138 0.56 -0.28 0.68 0.228
```
Forces are in eV/Å.

Properties
Structure (SMILES): Cc1cc(C)nc(NC(=S)NC(=O)[C@H]2[C@H](/C=C(\Cl)C(F)(F)F)C2(C)C)n1
Frontier orbital gap in eV: 8.783
LUMO level in eV: 0.30
Net charge: 0
E in eV: -56400.549